Record 1
Entry from OMol25: one molecule with the formula C3H5NO2 (the ωB97M-V functional and the def2-TZVPD basis).

Positions of all 11 atoms, in Å:
1 C -2.3787 -0.2148 0.0184
2 C -1.0954 -0.3738 -0.0863
3 O -0.3731 0.9901 -0.1496
4 C 1.0069 0.9773 -0.0097
5 N 1.5834 -0.1863 -0.4501
6 O 2.9855 -0.2374 0.1465
7 H -2.8139 0.6920 -0.3635
8 H -2.9134 -1.2385 0.3994
9 H -0.4495 -1.1673 0.2088
10 H 1.4027 1.9380 0.5386
11 H 3.0456 -1.1794 -0.2524

## Properties
LUMO level	1.04	eV
SMILES string	C=CO/C=N/O

***

Record 2
Entry from OMol25: C47H36AsF4GeMgNS as an isolated structure (the ωB97M-V functional and the def2-TZVPD basis).

Positions of all 92 atoms, in Å:
1 Mg -0.0445 0.7615 0.5402
2 F 2.0480 5.8585 -0.6409
3 C 0.9826 5.0937 -0.2979
4 C 1.1290 3.7294 -0.1763
5 C 0.0500 2.9130 0.1690
6 C -1.2014 3.5399 0.3954
7 C -1.2840 4.9262 0.2726
8 F -2.4531 5.5951 0.5024
9 C -0.2206 5.7299 -0.0750
10 C -2.3758 2.6918 0.7701
11 C -3.6768 3.1561 0.9978
12 C -4.6711 2.2625 1.3490
13 C -4.3798 0.9142 1.4757
14 C -3.0768 0.5254 1.2327
15 N -2.1202 1.3796 0.8894
16 H 2.1188 3.3229 -0.3469
17 H -0.3338 6.8003 -0.1566
18 H -3.9071 4.2018 0.9032
19 H -5.6763 2.6254 1.5259
20 H -5.1286 0.1854 1.7507
21 H -2.7787 -0.5144 1.3035
22 S -0.4443 -0.5693 -1.5239
23 C -1.1521 -1.9763 -0.7403
24 C -2.5311 -2.2082 -0.8046
25 C -3.1021 -3.3320 -0.2316
26 C -2.3098 -4.2667 0.4225
27 C -0.9384 -4.0606 0.4865
28 C -0.3594 -2.9308 -0.0816
29 As 1.5581 -2.5887 -0.0569
30 C 2.1664 -4.0973 1.0562
31 C 1.8874 -4.0559 2.4220
32 C 2.3507 -5.0508 3.2698
33 C 3.1151 -6.0967 2.7689
34 C 3.4089 -6.1390 1.4143
35 C 2.9348 -5.1471 0.5635
36 C 2.0248 -3.3033 -1.8139
37 C 1.1533 -4.0682 -2.5809
38 C 1.5461 -4.5354 -3.8277
39 C 2.8095 -4.2383 -4.3204
40 C 3.6790 -3.4648 -3.5650
41 C 3.2839 -2.9950 -2.3201
42 H -3.1502 -1.4853 -1.3219
43 H -4.1737 -3.4811 -0.2999
44 H -2.7508 -5.1475 0.8722
45 H -0.3091 -4.7864 0.9876
46 H 1.3198 -3.2295 2.8345
47 H 2.1219 -5.0003 4.3271
48 H 3.4828 -6.8703 3.4316
49 H 4.0055 -6.9486 1.0114
50 H 3.1672 -5.2032 -0.4932
51 H 0.1620 -4.2940 -2.2069
52 H 0.8589 -5.1273 -4.4200
53 H 3.1107 -4.5984 -5.2963
54 H 4.6595 -3.2105 -3.9481
55 H 3.9597 -2.3680 -1.7469
56 C 4.2193 -1.0786 1.5744
57 Ge 3.1790 0.1900 0.4862
58 C 3.4781 1.8849 1.4877
59 C 4.5982 2.6568 1.1789
60 C 4.8787 3.8192 1.8853
61 C 4.0397 4.2256 2.9128
62 C 2.9275 3.4613 3.2341
63 C 2.6492 2.2998 2.5264
64 C 4.1772 0.3367 -1.2204
65 C 5.4304 -0.2228 -1.2608
66 C 6.2424 -0.1571 -2.4182
67 C 5.7869 0.4762 -3.5355
68 C 4.4994 1.0691 -3.5487
69 C 4.0074 1.7302 -4.7005
70 C 2.7642 2.2951 -4.7057
71 C 1.9521 2.2236 -3.5542
72 C 2.4061 1.5902 -2.4345
73 C 3.6894 0.9953 -2.3888
74 H 5.1929 -0.6264 1.7760
75 H 4.3544 -2.0624 1.1226
76 H 3.6960 -1.2004 2.5224
77 H 5.2517 2.3639 0.3638
78 H 5.7468 4.4128 1.6243
79 H 4.2504 5.1376 3.4580
80 H 2.2636 3.7715 4.0318
81 H 1.7762 1.7195 2.8019
82 H 5.8218 -0.7394 -0.3934
83 H 7.2255 -0.6121 -2.4069
84 H 6.3985 0.5368 -4.4290
85 H 4.6402 1.7790 -5.5796
86 H 2.3990 2.7977 -5.5925
87 H 0.9637 2.6644 -3.5539
88 H 1.7698 1.5335 -1.5606
89 F 1.3193 -0.8034 2.8861
90 C 0.0474 -0.4031 2.3986
91 F -0.4442 0.4299 3.4329
92 H -0.5526 -1.3211 2.5123

## Properties
net charge	-1
LUMO level (spin up / spin down)	2.59 / 1.71	eV
multiplicity	2

***

Record 3
Entry from OMol25: one molecule with the formula C5H12O (the ωB97M-V functional and the def2-TZVPD basis).

Positions of all 18 atoms, in Å:
1 C 1.5981 -0.1173 -1.0287
2 C 1.5362 0.3474 0.7920
3 O 0.2482 0.4395 1.3000
4 C -0.6252 0.4402 0.2183
5 C -0.5230 -1.0991 -0.4306
6 C -2.0561 0.5961 0.7188
7 H 0.9059 -0.3869 -1.8808
8 H 2.3725 -0.8736 -1.1123
9 H 1.8866 0.8693 -1.3292
10 H 2.1058 -0.1596 1.6136
11 H 1.9808 1.3403 0.6631
12 H -0.3614 1.2947 -0.4435
13 H -1.2916 -1.1210 -1.1974
14 H -0.7556 -1.6320 0.4794
15 H 0.2566 -1.7734 -0.8659
16 H -2.2794 1.5292 1.2556
17 H -2.2773 -0.2345 1.3942
18 H -2.7212 0.5406 -0.1466

## Properties
LUMO level	1.12	eV
SMILES string	CCOC(C)C